Entry 1:
C26H44AsFN4NaO10SSbTe | the ωB97M-V functional and the def2-TZVPD basis

Results
Total energy: -146753.427 eV
LUMO energy: 0.1268 Eh
Energy relative to the best compared isomer or geometry (same formula, charge and spin): 53.80 kcal/mol
HOMO level: -1.216 eV
Strongest force on any atom: 0.0267 Eh/bohr
Net charge: -2

Each line ends with the Mulliken charge.
CARTESIAN COORDINATES (ANGSTROEM)
Te: -2.152 2.558 -2.837  -0.078
Sb: 0.213 2.859 -0.382  -0.371
As: 1.219 0.911 2.911  0.849
S: -4.241 0.798 -4.848  -0.160
Na: 0.590 -0.461 0.438  0.774
F: -4.854 -3.541 3.075  -0.319
O: -0.874 -6.768 1.509  -0.697
O: -1.132 -2.809 0.102  -0.705
O: -5.245 -6.297 2.594  -0.691
O: 0.147 -0.216 -1.503  -0.103
O: 1.941 0.825 1.415  0.756
O: 0.970 -2.403 0.834  -0.733
O: -0.803 0.401 1.601  0.432
O: 4.062 -1.283 -1.036  -0.708
O: -2.062 -0.857 2.961  -0.969
O: 2.380 0.966 -1.764  0.111
N: 4.577 -0.033 0.780  0.207
N: 0.056 -1.032 -3.606  0.354
N: -1.583 -4.655 2.085  0.247
N: -3.063 -6.438 1.999  -0.051
C: 0.943 4.260 -1.897  -1.281
C: 2.635 1.497 4.158  -1.658
C: -0.077 2.250 3.436  -1.345
C: -3.675 2.335 -4.290  0.035
C: 4.713 1.258 1.444  -1.147
C: -0.245 -4.072 1.937  -0.994
C: -2.939 -0.271 0.810  -0.931
C: 0.677 -0.406 -2.578  0.346
C: -1.868 -0.249 1.881  0.082
C: -4.377 3.316 -4.948  -0.414
C: 4.572 -1.187 1.667  -1.094
C: -0.149 -2.984 0.844  0.573
C: -4.179 -5.732 2.436  0.133
C: 3.681 1.073 -1.240  -0.128
C: 4.103 -0.190 -0.488  0.718
C: -5.384 1.476 -5.943  -0.538
C: 0.957 -0.827 3.698  -1.281
C: -5.340 2.836 -5.886  -0.452
C: -1.762 -5.995 1.832  0.486
C: 0.685 -1.222 -4.897  -1.103
C: 2.111 0.052 -2.805  -0.992
C: -1.347 4.254 0.279  -1.477
C: -3.864 -4.343 2.648  0.010
C: 1.668 3.907 0.899  -1.390
C: -1.329 -1.461 -3.450  -0.648
C: -2.635 -3.852 2.459  0.049
H: 1.674 -1.677 -4.799  0.343
H: -1.978 -0.893 -4.114  0.175
H: -0.579 2.661 2.565  0.152
H: 3.742 1.624 1.788  0.282
H: 3.848 -1.019 2.470  0.208
H: 0.863 5.286 -1.522  0.323
H: -6.005 0.836 -6.554  0.350
H: 4.264 -2.063 1.104  0.351
H: 5.564 -1.352 2.097  0.299
H: 2.655 3.841 0.430  0.394
H: 5.169 1.995 0.787  0.443
H: -5.963 3.480 -6.497  0.310
H: 0.437 -4.871 1.671  0.444
H: -1.629 -1.280 -2.423  0.013
H: 1.399 4.960 1.024  0.596
H: 2.207 1.528 5.163  0.430
H: 3.463 0.787 4.162  0.340
H: 1.386 -1.534 2.984  0.183
H: 3.019 2.487 3.911  0.392
H: 0.387 4.173 -2.830  0.390
H: 0.788 -0.278 -5.444  0.306
H: -3.929 -0.316 1.264  0.414
H: -0.995 4.858 1.124  0.444
H: 2.234 0.546 -3.773  0.315
H: 4.416 1.292 -2.024  0.405
H: 1.743 3.445 1.879  0.171
H: -2.843 0.591 0.145  0.054
H: -1.617 4.910 -0.550  0.361
H: -0.111 -1.033 3.791  0.334
H: -2.427 -2.787 2.602  0.802
H: -1.415 -2.532 -3.657  0.358
H: -4.193 4.365 -4.747  0.356
H: 0.058 -1.884 -5.491  0.369
H: 2.757 -0.824 -2.741  0.474
H: -0.815 1.730 4.050  0.487
H: 1.464 -0.888 4.660  0.603
H: 5.374 1.121 2.300  0.362
H: -3.200 -7.420 1.827  0.217
H: -2.776 -1.176 0.218  0.094
H: -2.238 3.699 0.580  0.377
H: 0.406 3.038 4.009  0.443
H: 0.072 -3.623 2.880  0.171
H: 1.999 4.030 -2.092  0.290
H: 3.602 1.919 -0.564  -0.329


Entry 2:
C26H44BF4O9P2SbV | the ωB97M-V functional and the def2-TZVPD basis

Results
Total energy: -108465.681 eV
LUMO energy (alpha / beta): -0.0724 / -0.0502 Eh
Energy relative to the best compared isomer or geometry (same formula, charge and spin): 16.06 kcal/mol
HOMO level (alpha / beta): -7.739 / -7.742 eV
<S²>: 0.762
Strongest force on any atom: 0.0147 Eh/bohr
Multiplicity: 2
Net charge: 0

Each line ends with the Mulliken spin population.
CARTESIAN COORDINATES (ANGSTROEM)
Sb: 2.408 -0.274 -0.140  0.001
V: -2.373 0.381 0.245  1.136
P: -1.076 3.341 0.166  -0.002
P: -3.121 2.394 -1.743  0.004
F: -2.545 0.793 2.055  -0.007
F: -0.433 0.178 2.873  0.000
F: -2.193 0.409 4.340  0.000
F: -1.267 2.268 3.360  0.001
O: -2.003 3.834 1.322  0.000
O: -0.726 1.880 0.178  0.032
O: -3.432 1.850 -0.324  -0.016
O: -0.901 3.779 -2.406  0.000
O: -0.386 -2.819 0.412  -0.009
O: -2.134 1.192 -2.275  0.009
O: 0.181 4.294 0.261  0.000
O: -4.203 2.654 -2.690  -0.002
O: -1.265 -0.888 -0.244  -0.067
C: -3.265 -3.195 3.166  0.002
C: 2.344 2.340 -1.722  0.000
C: 3.541 -2.155 -0.436  0.000
C: -6.151 -2.586 0.164  0.004
C: -5.201 -2.772 1.199  -0.002
C: 3.447 0.762 1.511  0.000
C: -5.976 -1.621 -0.784  -0.004
C: -1.115 -2.254 -0.336  0.011
C: -4.423 -3.997 3.132  -0.001
C: -2.603 5.103 -1.376  0.000
C: -3.084 -2.197 2.251  -0.003
C: -5.367 -3.791 2.167  0.001
C: 2.792 -2.926 -1.526  0.000
C: 3.392 -2.949 0.867  0.000
C: 5.021 -2.091 -0.801  0.000
C: -4.849 -0.772 -0.720  -0.006
C: 2.688 2.069 1.763  -0.001
C: 4.288 0.986 -2.470  0.000
C: -1.921 -2.877 -1.437  -0.001
C: 3.233 -0.106 2.755  0.000
C: -4.052 -1.940 1.249  -0.014
C: 1.960 0.320 -3.058  0.000
C: -1.919 3.747 -1.405  0.000
C: -3.904 -0.912 0.268  -0.066
C: 4.931 1.054 1.335  0.000
C: 2.852 0.917 -1.965  0.000
B: -1.494 0.903 3.303  0.000
H: 2.893 -2.462 -2.509  0.000
H: -0.612 2.873 -2.587  0.000
H: 4.660 0.012 -2.777  0.000
H: -4.558 -4.777 3.870  0.000
H: -6.702 -1.485 -1.574  -0.001
H: -1.823 3.393 2.182  0.000
H: 3.004 2.488 2.726  0.000
H: -6.254 -4.412 2.120  0.000
H: 3.209 -3.938 -1.603  0.000
H: -2.172 -1.614 2.292  -0.001
H: 2.296 -0.666 -3.379  0.000
H: -2.853 -3.250 -1.008  0.001
H: 1.607 1.907 1.813  0.001
H: -7.021 -3.231 0.138  0.000
H: 2.173 -0.308 2.927  0.000
H: 3.618 0.430 3.631  0.000
H: -2.162 -2.157 -2.215  0.000
H: 1.339 2.315 -1.284  0.000
H: 5.309 1.578 2.222  0.000
H: 5.183 -1.710 -1.807  0.000
H: -4.773 0.014 -1.463  0.001
H: 3.759 -1.058 2.702  0.000
H: 3.006 2.905 -1.065  0.000
H: 5.602 -1.481 -0.110  0.000
H: -1.856 5.881 -1.221  0.000
H: 5.439 -3.106 -0.773  0.000
H: 4.973 1.387 -1.721  0.000
H: 0.920 0.228 -2.725  0.000
H: 5.127 1.693 0.472  0.000
H: 2.368 -2.938 1.251  0.000
H: 1.974 0.970 -3.942  0.000
H: 4.338 1.644 -3.348  0.000
H: 5.518 0.143 1.224  0.000
H: 2.895 2.825 1.007  0.000
H: 3.663 -3.995 0.681  0.000
H: -2.510 -3.370 3.921  0.000
H: 0.903 4.050 -0.337  0.000
H: 2.294 2.881 -2.676  0.000
H: -2.448 0.918 -3.150  -0.001
H: 4.061 -2.579 1.644  0.000
H: -3.336 5.150 -0.571  0.000
H: -1.366 -3.720 -1.842  0.000
H: -3.108 5.272 -2.326  0.000
H: 1.728 -3.027 -1.294  0.000


Entry 3:
C26H44BrN3P2SSn | the ωB97M-V functional and the def2-TZVPD basis

Results
Total energy: -137412.895 eV
LUMO energy (alpha / beta): -0.2850 / -0.3141 Eh
Energy relative to the best compared isomer or geometry (same formula, charge and spin): 47.52 kcal/mol
HOMO level (alpha / beta): -12.811 / -11.994 eV
Strongest force on any atom: 0.0770 Eh/bohr
Net charge: +2

Each line ends with the Mulliken charge.
CARTESIAN COORDINATES (ANGSTROEM)
Sn: -0.404 0.582 1.991  0.768
Br: 2.315 2.180 0.756  -0.227
S: 3.065 -0.567 0.696  -0.095
P: 1.079 0.941 -1.451  0.725
P: -0.992 4.369 2.710  -0.133
N: 4.639 0.159 2.719  -0.389
N: 5.467 0.563 0.603  -0.402
N: -3.526 -9.276 -1.578  -0.551
C: 0.188 -3.293 -0.075  -0.712
C: -1.267 -0.885 -0.008  -0.982
C: -0.360 2.071 -1.819  0.524
C: -2.262 4.154 1.442  0.401
C: -0.891 2.998 3.872  0.061
C: -2.166 -6.894 -0.897  0.889
C: -1.839 -2.000 -0.585  -0.797
C: -1.847 -8.123 -0.278  -0.482
C: -1.596 1.421 -2.438  -1.339
C: -3.781 -8.134 -2.214  -0.323
C: -1.154 -3.237 -0.554  1.214
C: -1.722 3.292 5.144  -1.394
C: 0.821 -0.430 -2.603  -0.600
C: 0.100 -0.962 0.408  1.148
C: 2.020 -1.336 -2.798  -1.559
C: -2.876 5.504 1.013  -1.289
C: 0.538 4.819 1.855  1.277
C: 4.474 0.072 1.387  0.301
C: -1.512 -5.678 -0.442  -0.250
C: 1.468 5.761 2.647  -1.291
C: -2.571 -9.275 -0.636  -0.356
C: 2.449 1.909 -2.319  -0.498
C: 0.742 -2.200 0.592  -1.273
C: -1.878 -4.429 -0.842  -0.564
C: 2.721 1.670 -3.782  -1.359
C: -3.144 -6.909 -1.915  -0.461
H: -3.419 -6.014 -2.454  0.321
H: -0.019 -1.003 -2.206  0.294
H: 3.373 2.481 -4.117  0.428
H: -2.430 2.136 -2.405  0.446
H: -2.876 -1.995 -0.913  0.413
H: -2.394 -10.218 -0.123  0.365
H: 1.753 5.329 3.620  0.312
H: 2.216 2.969 -2.142  0.620
H: 2.544 -1.106 -3.725  0.466
H: 3.340 1.660 -1.727  0.192
H: -0.599 2.565 -0.862  -0.907
H: -1.495 4.298 5.518  0.382
H: -0.700 -5.795 0.266  0.355
H: 1.668 -2.430 1.154  0.688
H: 1.690 -2.374 -2.877  0.327
H: -2.816 -4.343 -1.388  0.271
H: 3.865 -0.164 3.284  0.218
H: 5.297 0.535 -0.407  0.227
H: -3.136 6.127 1.880  0.385
H: -1.916 0.512 -1.913  0.176
H: -1.425 1.173 -3.493  0.381
H: 5.227 0.917 3.108  0.251
H: -1.801 3.626 0.590  -0.375
H: -1.977 -0.041 0.164  0.284
H: 1.811 1.695 -4.387  0.311
H: 0.243 5.311 0.910  0.382
H: 0.505 0.035 -3.540  0.703
H: -1.477 2.569 5.932  0.407
H: 3.252 0.732 -3.946  0.285
H: 6.011 1.364 0.926  0.255
H: -3.049 3.537 1.908  0.376
H: -1.071 -8.193 0.479  0.352
H: 1.015 6.750 2.823  0.380
H: 2.392 5.912 2.069  0.368
H: -4.544 -8.136 -2.993  0.357
H: -3.801 5.323 0.452  0.399
H: 0.747 -4.238 -0.097  0.386
H: 1.073 3.866 1.642  -1.272
H: -2.214 6.090 0.360  0.314
H: 2.733 -1.300 -1.973  0.251
H: -1.306 2.063 3.401  -0.201
H: 0.172 2.870 4.147  0.513
H: 0.043 2.835 -2.506  0.582
H: -2.804 3.233 4.960  0.349


- strongest force on any atom of number 3 (C26H44BrN3P2SSn)?
  0.0770 Eh/bohr


- Which formula does entry 2 have?
  C26H44BF4O9P2SbV


- Among the records above, which one has the highest total energy?
  C26H44BF4O9P2SbV